Computed, not measured: a structure of composition C29H47BF4N4O3SiSn in a non-equilibrium geometry, with ωB97M-V/def2-TZVPD.

CARTESIAN COORDINATES (ANGSTROEM)
Sn 0.13 -9.78 13.36
C 4.27 -11.27 14.03
C 2.88 -11.33 13.54
O 2.26 -10.21 13.66
C 2.35 -12.50 13.07
C 1.03 -12.69 12.57
C 0.71 -13.98 11.86
N 0.05 -11.82 12.69
N -1.17 -12.23 12.19
C -2.10 -11.33 12.25
O -1.90 -10.13 12.70
C -3.40 -11.74 11.72
C -4.08 -10.97 10.77
C -5.22 -11.45 10.16
C -5.69 -12.72 10.50
C -5.06 -13.46 11.49
C -3.91 -12.97 12.10
H 4.79 -10.47 13.51
H 4.79 -12.21 13.89
H 4.26 -11.00 15.08
H 2.99 -13.36 12.97
H 1.62 -14.60 11.91
H 0.46 -13.78 10.83
H -0.09 -14.54 12.35
H -3.65 -10.01 10.48
H -5.73 -10.85 9.42
H -6.59 -13.12 10.05
H -5.41 -14.44 11.78
H -3.40 -13.54 12.88
F 0.26 -7.21 10.56
B 1.24 -8.03 11.04
F 1.72 -7.51 12.22
F 2.24 -8.34 10.17
F 0.57 -9.31 11.41
C -5.03 -8.99 13.61
C -4.09 -8.93 14.85
C -4.92 -8.08 15.83
C -3.89 -10.35 15.37
Si -2.31 -8.18 14.55
C -2.34 -6.75 13.23
C -3.53 -5.78 13.46
C -2.55 -7.35 11.82
C -1.08 -5.87 13.16
C -1.54 -7.61 16.22
C -1.77 -8.51 17.44
C -0.01 -7.40 16.11
C -2.12 -6.19 16.59
H -5.92 -9.54 13.93
H -4.59 -9.53 12.79
H -5.34 -8.00 13.26
H -5.90 -8.57 15.88
H -5.10 -7.09 15.46
H -4.53 -8.03 16.83
H -4.88 -10.79 15.61
H -3.28 -10.36 16.28
H -3.39 -10.98 14.65
H -4.51 -6.27 13.37
H -3.47 -5.02 12.69
H -3.50 -5.26 14.42
H -3.46 -7.93 11.74
H -1.73 -7.99 11.50
H -2.60 -6.51 11.13
H -0.98 -5.21 14.03
H -1.22 -5.29 12.26
H -0.14 -6.39 13.04
H -1.40 -9.53 17.31
H -2.81 -8.53 17.74
H -1.22 -8.08 18.29
H 0.51 -8.37 16.09
H 0.29 -6.90 17.03
H 0.28 -6.83 15.26
H -3.22 -6.18 16.65
H -1.79 -5.42 15.89
H -1.73 -5.91 17.59
N -0.49 -11.23 15.77
C 0.48 -11.53 16.32
N 1.60 -11.88 16.93
C 2.58 -10.86 17.23
C 2.31 -10.27 18.62
O 2.20 -11.26 19.61
C 1.14 -12.13 19.32
C 1.41 -12.85 18.01
H 2.54 -10.09 16.47
H 3.56 -11.31 17.25
H 1.40 -9.66 18.60
H 3.12 -9.62 18.92
H 0.19 -11.59 19.28
H 1.07 -12.84 20.15
H 0.56 -13.50 17.75
H 2.31 -13.45 18.10

Summary:
Orbital gap   6.936 eV
E_tot   -68199.801 eV
Lowest unoccupied orbital energy   -0.843 eV

***

Computed, not measured: a cluster of 7 separate species, C29H47BN6O in total in a non-equilibrium geometry, with ωB97M-V/def2-TZVPD.

CARTESIAN COORDINATES (ANGSTROEM)
C 33.32 14.92 38.76
C 34.00 14.47 37.40
C 35.53 14.45 37.77
C 36.37 13.73 36.72
C 35.83 12.19 36.71
C 34.34 12.06 36.29
N 33.47 13.08 37.01
O 32.26 12.86 36.92
C 33.88 10.66 36.68
C 34.11 12.27 34.77
C 33.68 15.33 36.21
H 33.35 15.92 38.93
H 33.41 14.42 39.67
H 32.25 14.90 38.85
H 35.48 14.04 38.82
H 35.64 15.48 37.77
H 37.31 14.10 37.00
H 36.11 14.28 35.87
H 35.98 11.66 37.67
H 36.37 11.70 35.99
H 34.66 9.85 36.41
H 33.04 10.19 36.34
H 33.68 10.56 37.77
H 34.59 11.38 34.23
H 34.40 13.22 34.26
H 33.04 12.24 34.55
H 32.65 15.34 35.93
H 34.16 15.21 35.45
H 33.98 16.38 36.49
B 35.58 12.12 41.06
H 34.89 11.37 40.20
H 35.09 13.01 41.34
H 35.85 11.31 41.99
H 36.40 12.54 40.27
N 31.64 9.27 41.91
C 32.96 8.86 41.84
C 32.91 7.28 41.90
C 31.36 6.99 41.86
C 30.67 8.28 41.98
H 31.32 10.24 41.87
H 33.77 9.66 42.17
H 33.74 6.54 41.83
H 30.68 6.07 41.71
H 29.66 8.45 41.89
N 37.73 13.80 42.42
C 38.74 12.95 42.98
C 39.31 13.78 44.16
C 38.54 15.15 44.20
C 37.56 14.98 43.09
H 37.05 13.71 41.61
H 39.15 12.06 42.63
H 40.18 13.74 44.81
H 38.52 16.02 44.81
H 36.87 15.80 42.86
N 36.14 8.95 39.17
C 37.30 8.89 38.34
C 37.16 7.57 37.66
C 35.80 6.99 38.10
C 35.16 8.04 39.07
H 36.02 9.58 39.82
H 38.04 9.84 38.15
H 37.89 7.34 37.03
H 35.39 6.02 37.91
H 34.27 8.05 39.57
N 36.30 12.83 45.17
C 36.58 13.16 46.46
C 35.44 12.49 47.32
C 34.63 11.75 46.28
C 35.22 11.97 44.94
H 36.84 13.28 44.41
H 37.40 13.85 46.69
H 35.34 12.51 48.48
H 33.81 11.10 46.64
H 34.80 11.95 43.99
N 32.28 12.36 42.29
C 31.85 12.23 43.62
C 30.40 12.11 43.52
C 29.97 12.36 42.16
C 31.34 12.51 41.32
H 33.25 12.46 41.82
H 32.66 12.34 44.30
H 29.76 12.24 44.46
H 29.02 12.42 41.65
H 31.32 12.49 40.10

Summary:
Energy above the lowest of the compared OMol25 structures with the same formula, charge and spin   1.298 eV
Orbital gap   2.939 eV
E_tot   -42480.219 eV
Lowest unoccupied orbital energy   -4.029 eV

***

Computed, not measured: a structure of composition C29H47Br2N7OOsP in a non-equilibrium geometry, with ωB97M-V/def2-TZVPD.

CARTESIAN COORDINATES (ANGSTROEM)
Os 0.47 -0.40 0.26
C -0.69 2.33 -1.61
C 0.10 2.69 -0.41
C 0.42 4.04 -0.15
C 1.08 4.40 0.99
C 1.43 3.41 1.93
C 2.07 3.65 3.18
Br 2.47 5.42 3.72
C 2.40 2.60 4.02
C 2.07 1.29 3.69
Br 2.50 -0.17 4.81
C 1.38 1.00 2.50
O 0.94 -0.17 2.20
C 1.11 2.08 1.60
N 0.49 1.73 0.43
H -0.18 2.67 -2.51
H -1.65 2.84 -1.58
H -0.85 1.25 -1.67
H 0.13 4.78 -0.88
H 1.32 5.44 1.19
H 2.90 2.81 4.96
N -4.36 -2.95 1.36
C -3.69 -2.23 2.48
C -2.21 -2.03 2.15
N -2.01 -1.29 0.90
C -2.69 -1.99 -0.19
C -4.19 -2.20 0.09
H -5.36 -3.08 1.57
H -3.95 -3.89 1.26
H -3.79 -2.80 3.40
H -4.19 -1.26 2.61
H -1.72 -3.01 2.04
H -1.72 -1.51 2.97
H -2.39 -0.35 1.00
H -2.21 -2.96 -0.31
H -2.57 -1.43 -1.11
H -4.65 -2.75 -0.74
H -4.69 -1.23 0.18
N 0.59 -0.87 -1.58
P 1.76 -1.79 -2.14
N 1.61 -3.37 -1.57
C 1.19 -3.59 -0.20
C 0.15 -4.72 -0.10
C -0.59 -4.87 -1.43
C 0.40 -5.32 -2.51
C 1.74 -4.58 -2.36
N 3.32 -1.28 -1.80
C 3.62 -0.21 -0.88
C 4.01 -0.77 0.50
C 5.19 -1.72 0.35
C 4.89 -2.81 -0.67
C 4.44 -2.19 -2.00
N 1.74 -1.94 -3.81
C 0.41 -2.15 -4.37
C 0.39 -1.99 -5.88
C 0.84 -0.59 -6.30
C 1.90 -0.04 -5.34
C 2.64 -1.21 -4.67
H 0.76 -2.61 0.18
H 2.04 -3.83 0.44
H -0.54 -4.51 0.72
H 0.65 -5.65 0.14
H -1.03 -3.91 -1.73
H -1.39 -5.61 -1.34
H -0.04 -5.14 -3.49
H 0.57 -6.39 -2.42
H 2.15 -4.32 -3.33
H 2.46 -5.23 -1.85
H 2.74 0.44 -0.81
H 4.46 0.37 -1.28
H 3.14 -1.30 0.92
H 4.26 0.06 1.16
H 5.42 -2.17 1.31
H 6.07 -1.15 0.04
H 4.12 -3.47 -0.29
H 5.78 -3.41 -0.85
H 4.14 -2.97 -2.70
H 5.27 -1.63 -2.42
H -0.28 -1.44 -3.91
H 0.08 -3.16 -4.10
H -0.61 -2.20 -6.25
H 1.06 -2.73 -6.33
H -0.02 0.09 -6.31
H 1.23 -0.63 -7.32
H 1.44 0.55 -4.55
H 2.62 0.58 -5.87
H 3.49 -0.85 -4.09
H 3.02 -1.88 -5.45

Summary:
Orbital gap (spin up / spin down)   5.101 / 5.142 eV
E_tot   -195129.614 eV
Net charge   +3
Lowest unoccupied orbital energy (spin up / spin down)   -10.519 / -10.491 eV

***

Computed, not measured: a structure of composition C29H47BrMgN2OP2 in a non-equilibrium geometry, with ωB97M-V/def2-TZVPD.

CARTESIAN COORDINATES (ANGSTROEM)
C -0.58 7.38 -6.02
C -0.74 6.00 -6.22
C -1.05 5.52 -7.52
C -1.16 6.45 -8.56
N -1.00 7.74 -8.31
C -0.71 8.23 -7.12
C -0.63 5.08 -5.07
C -0.72 4.14 -4.28
C -1.04 2.90 -3.69
C -0.14 2.37 -2.77
C -0.29 1.05 -2.36
C -1.63 0.52 -2.51
C -2.53 1.06 -3.43
C -2.18 2.19 -4.11
Mg 0.31 0.52 -0.28
P 2.21 -1.01 -1.06
H -1.21 4.47 -7.71
H -0.36 7.78 -5.04
H -1.39 6.13 -9.58
H -0.58 9.31 -7.01
H -2.82 2.51 -4.93
H 0.74 2.96 -2.49
H -3.51 0.64 -3.64
H 0.68 0.51 -2.18
C 2.50 -2.67 -0.33
C 3.37 -3.66 -1.12
H 1.51 -3.13 -0.18
H 2.94 -2.51 0.67
H 3.52 -4.56 -0.51
H 2.91 -3.99 -2.06
H 4.38 -3.27 -1.35
C 2.09 -1.24 -2.88
C 2.96 -0.39 -3.78
H 1.04 -1.01 -3.12
H 2.20 -2.30 -3.10
H 2.73 -0.62 -4.83
H 2.77 0.69 -3.65
H 4.03 -0.57 -3.64
C 3.73 -0.04 -0.79
C 5.07 -0.76 -0.84
H 3.61 0.43 0.20
H 3.73 0.77 -1.53
H 5.87 -0.04 -0.65
H 5.17 -1.54 -0.09
H 5.30 -1.20 -1.82
Br -2.45 -0.12 -0.87
P -2.25 -3.11 -3.76
C -0.47 -3.22 -3.53
C -0.03 -4.61 -4.01
H -0.23 -3.03 -2.47
H -0.01 -2.42 -4.11
H 1.03 -4.58 -4.29
H -0.18 -5.36 -3.23
H -0.61 -4.89 -4.90
C -2.97 -3.17 -2.05
C -4.42 -3.64 -2.18
H -2.91 -2.16 -1.61
H -2.36 -3.84 -1.41
H -4.87 -3.75 -1.19
H -5.00 -2.91 -2.76
H -4.43 -4.61 -2.69
C -2.53 -1.57 -4.70
C -2.91 -1.56 -6.18
H -1.60 -1.01 -4.56
H -3.31 -1.05 -4.16
H -3.28 -0.56 -6.44
H -2.05 -1.78 -6.83
H -3.72 -2.27 -6.38
C -0.23 2.96 4.50
N 0.57 2.39 3.42
C 2.00 2.32 3.63
C -0.01 1.87 2.34
C -1.50 1.84 2.19
O 0.75 1.41 1.42
H 0.46 3.39 5.23
H -0.85 2.23 5.01
H -0.87 3.77 4.13
H 2.38 1.30 3.73
H 2.56 2.81 2.83
H 2.22 2.85 4.55
H -1.82 2.17 1.19
H -1.86 0.80 2.31
H -2.01 2.46 2.93

Summary:
Energy above the lowest of the compared OMol25 structures with the same formula, charge and spin   0.000 eV
Orbital gap   4.887 eV
E_tot   -129911.212 eV
Net charge   +2
Lowest unoccupied orbital energy   -6.856 eV

***

Computed, not measured: a cluster of 6 separate species, C29H47ClF5I2N3O21P2 in total in a non-equilibrium geometry, with ωB97M-V/def2-TZVPD.

CARTESIAN COORDINATES (ANGSTROEM)
C -2.41 -5.38 -5.58
C -1.87 -4.82 -4.24
C -0.92 -3.60 -4.34
C -0.06 -3.57 -5.62
C -1.61 -2.22 -4.04
O -0.56 -1.28 -4.34
C -0.48 -0.01 -3.74
C -1.54 0.36 -2.71
C -1.58 -0.40 -1.35
N -0.69 -1.55 -1.34
N -1.26 0.52 -0.24
N -2.98 -0.87 -1.19
C 1.02 0.17 -3.24
Cl 1.90 -1.38 -3.01
O 1.02 0.99 -2.12
C 2.09 1.89 -1.98
I 3.85 0.96 -1.10
C 1.60 3.07 -1.09
C 1.48 4.35 -1.92
C 2.83 4.87 -2.47
I 0.62 5.89 -0.66
P -0.68 1.26 -5.10
O -2.07 1.66 -5.40
O 0.13 0.67 -6.37
O 0.18 2.58 -4.64
P -3.30 -2.16 -4.86
C -3.01 -1.41 -6.50
O -4.11 -0.89 -4.15
H -1.83 -6.25 -5.92
H -3.45 -5.71 -5.45
H -2.43 -4.62 -6.38
H -2.71 -4.62 -3.55
H -1.29 -5.63 -3.77
H -0.21 -3.71 -3.50
H 0.95 -3.23 -5.37
H -0.43 -2.88 -6.38
H 0.05 -4.57 -6.06
H -1.83 -2.26 -2.96
H -1.43 1.44 -2.48
H -2.52 0.27 -3.18
H -0.22 -1.66 -0.46
H -1.20 -2.42 -1.48
H -1.80 0.25 0.57
H -0.28 0.42 0.02
H -3.55 -0.06 -0.95
H -3.00 -1.46 -0.37
H 1.62 0.66 -4.03
H 2.40 2.29 -2.95
H 0.61 2.81 -0.71
H 2.25 3.23 -0.22
H 0.75 4.21 -2.73
H 3.01 4.44 -3.47
H 3.65 4.52 -1.83
H 2.87 5.96 -2.57
H 0.87 0.11 -6.09
H 1.09 2.50 -4.95
H -2.26 -1.99 -7.06
H -2.78 -0.35 -6.46
H -3.97 -1.53 -7.04
H -4.22 -1.05 -3.21
C -0.12 7.28 4.08
C 0.59 5.99 3.71
O -0.30 5.01 4.20
C -1.56 5.54 4.19
O -2.55 4.91 4.32
O -1.50 6.88 4.04
F 1.78 5.87 4.34
H 0.14 7.59 5.09
H 0.06 8.10 3.38
H 0.74 5.84 2.64
C 0.87 -6.80 -0.78
C -0.17 -6.38 -1.79
O -0.90 -5.39 -1.08
C -0.06 -4.84 -0.16
O -0.28 -3.82 0.41
O 1.04 -5.60 -0.02
F -1.00 -7.39 -2.13
H 0.49 -7.59 -0.12
H 1.81 -7.12 -1.22
H 0.23 -5.94 -2.70
C 1.15 2.47 5.94
C 0.66 1.04 5.93
O 1.05 0.57 7.21
C 1.09 1.64 8.05
O 1.14 1.58 9.23
O 1.06 2.79 7.33
F 1.28 0.30 4.97
H 2.19 2.54 5.62
H 0.54 3.14 5.35
H -0.42 0.92 5.82
C 4.63 -2.97 3.02
C 4.45 -2.81 1.52
O 4.62 -4.14 1.06
C 4.27 -4.98 2.07
O 4.07 -6.14 1.94
O 4.17 -4.30 3.24
F 5.40 -2.02 0.96
H 5.69 -2.90 3.29
H 4.05 -2.26 3.61
H 3.46 -2.45 1.22
C -1.87 4.30 9.44
C -1.95 4.32 7.93
O -1.85 2.95 7.60
C -2.33 2.23 8.65
O -2.61 1.08 8.61
O -2.45 3.02 9.74
F -0.91 4.99 7.37
H -0.83 4.31 9.78
H -2.43 5.09 9.92
H -2.88 4.72 7.53

Summary:
Orbital gap   7.778 eV
E_tot   -139194.790 eV
SMILES   CC[C@@H](C)[C@@H](O[C@@](CC(N)(N)N)([C@H](Cl)O[C@H](I)C[C@H](C)I)P(=O)(O)O)P(C)O.O=C1OC[C@@H](F)O1.O=C1OC[C@@H](F)O1.O=C1OC[C@@H](F)O1.O=C1OC[C@@H](F)O1.O=C1OC[C@@H](F)O1
Lowest unoccupied orbital energy   -0.194 eV